Record 1
A molecular structure, C17H34O2P2Zn. Source: OMol25; level of theory: wB97M-V/def2-TZVPD.

Computed properties:
- HOMO energy (spin up / spin down) (eV) = -7.205 / -4.828
- LUMO level (spin up / spin down) (eV) = -0.14 / -0.51
- electronic energy (Ha) = -3280.36643
- energy above the lowest of the compared OMol25 structures with the same formula, charge and spin (kJ/mol) = 431.8

CARTESIAN COORDINATES (ANGSTROEM)
P -0.34 -1.33 -5.48
P 0.31 2.12 -4.42
C 0.10 0.19 -6.49
C 1.03 1.24 -5.87
H -0.85 0.66 -6.79
H 0.57 -0.17 -7.42
H 2.02 0.83 -5.62
H 1.22 2.03 -6.61
C -0.91 3.22 -5.19
H -1.24 3.96 -4.46
H -1.77 2.64 -5.54
H -0.46 3.74 -6.05
C 1.63 3.09 -3.70
H 1.90 3.89 -4.42
H 2.55 2.49 -3.55
H 1.34 3.57 -2.76
C -1.82 -2.15 -6.26
H -1.82 -3.22 -5.99
H -1.74 -2.05 -7.35
H -2.79 -1.74 -5.96
C 0.69 -2.45 -6.72
H 1.77 -2.25 -6.60
H 0.41 -2.23 -7.76
H 0.51 -3.52 -6.50
Zn 1.13 1.75 -0.72
C -0.80 0.80 -3.75
C -1.56 -0.32 -4.43
C -2.25 -1.22 -3.39
C -1.37 -2.41 -2.92
C -0.35 -2.74 -3.96
C 0.86 -1.95 -4.17
C 1.30 -0.74 -3.35
C 0.19 0.17 -2.76
C 1.21 -0.10 0.07
H -1.54 1.41 -3.20
H -2.31 0.10 -5.10
H -3.16 -1.66 -3.83
H -2.58 -0.64 -2.51
H -0.89 -2.20 -1.95
H -2.00 -3.29 -2.73
H -0.32 -3.77 -4.32
H 1.74 -2.50 -4.54
H 1.95 -0.12 -4.00
H 1.95 -1.07 -2.53
H -0.37 -0.38 -1.99
H 0.77 0.99 -2.26
H 1.88 -0.08 0.93
H 1.53 -0.93 -0.58
H 0.20 -0.35 0.43
C 0.49 2.01 2.55
C 0.52 3.28 1.73
O 0.05 4.32 2.20
O 1.09 3.20 0.51
H 0.25 2.25 3.59
H 1.44 1.47 2.52
H -0.32 1.36 2.18

Löwdin atomic charge list, values in e, 2 entries: atom 1 (P): 0.7625, atom 2 (P): 0.9374

=====

Record 2
7 unconnected molecules or ions with the total composition C17H35Br10NO4. Source: OMol25; level of theory: wB97M-V/def2-TZVPD.

Computed properties:
- SMILES string = CCOC(=O)OC.CN(C)C=O.BrCCBr.BrCCBr.BrCCBr.BrCCBr.BrCCBr
- HOMO energy (eV) = -9.515
- LUMO level (eV) = 0.07
- electronic energy (Ha) = -26764.53792
- energy above the lowest of the compared OMol25 structures with the same formula, charge and spin (kJ/mol) = 215.2

CARTESIAN COORDINATES (ANGSTROEM)
C -7.09 -0.84 2.51
C -7.91 0.38 3.04
O -7.21 1.08 4.06
C -6.47 2.17 3.71
O -6.42 2.68 2.56
O -5.88 2.62 4.75
C -5.05 3.74 4.66
H -7.64 -1.34 1.72
H -7.00 -1.65 3.23
H -6.20 -0.49 1.98
H -8.82 -0.02 3.49
H -8.22 1.02 2.21
H -5.67 4.61 4.46
H -4.29 3.70 3.89
H -4.65 3.83 5.67
C -0.76 1.58 1.12
N 0.20 0.56 0.70
C -0.04 -0.88 1.07
C 1.33 0.95 0.11
O 2.20 0.23 -0.37
H -0.42 2.62 1.02
H -0.98 1.56 2.19
H -1.73 1.44 0.65
H 0.87 -1.41 0.80
H -0.18 -1.03 2.14
H -0.91 -1.24 0.52
H 1.45 2.04 0.06
Br 8.13 -2.35 -1.11
C 8.74 -0.58 -0.39
C 8.71 -0.58 1.10
Br 9.60 1.04 1.76
H 8.20 0.29 -0.76
H 9.75 -0.56 -0.80
H 9.27 -1.42 1.53
H 7.65 -0.64 1.34
Br 8.08 6.08 -2.90
C 6.19 6.50 -2.35
C 6.13 6.20 -0.86
Br 4.32 6.44 0.07
H 5.58 5.85 -2.97
H 6.14 7.58 -2.52
H 6.84 6.71 -0.21
H 6.44 5.19 -0.60
Br 5.03 1.19 -7.86
C 4.60 -0.20 -6.51
C 3.35 -0.86 -6.97
Br 1.85 0.41 -7.04
H 4.45 0.39 -5.61
H 5.42 -0.88 -6.29
H 3.02 -1.61 -6.26
H 3.40 -1.32 -7.96
Br -3.51 -3.32 -4.26
C -5.09 -2.23 -3.87
C -4.92 -0.76 -3.46
Br -6.61 0.16 -3.51
H -5.59 -2.72 -3.03
H -5.80 -2.18 -4.70
H -4.30 -0.19 -4.16
H -4.64 -0.79 -2.41
Br -2.73 -6.44 2.17
C -1.40 -7.49 3.20
C -1.47 -7.26 4.75
Br -3.32 -7.89 5.32
H -0.39 -7.29 2.86
H -1.60 -8.55 3.01
H -1.41 -6.19 4.95
H -0.63 -7.59 5.37

Löwdin atomic charge list, values in e, 2 entries: atom 1 (C): -0.0589, atom 2 (C): -0.2085

=====

Record 3
A molecular structure, C17H35K2O13. Source: OMol25; level of theory: wB97M-V/def2-TZVPD.

Computed properties:
- HOMO energy (eV) = -10.571
- total charge = +1
- LUMO level (eV) = -4.10
- electronic energy (Ha) = -2846.57578
- energy above the lowest of the compared OMol25 structures with the same formula, charge and spin (kJ/mol) = 123.3

CARTESIAN COORDINATES (ANGSTROEM)
K 14.41 4.38 -17.69
K 10.83 3.80 -17.55
C 13.15 1.13 -18.92
O 12.80 2.47 -18.97
H 13.33 0.74 -17.89
H 12.31 0.50 -19.26
H 14.07 0.89 -19.47
C 14.46 -0.57 -15.18
C 13.45 0.52 -14.88
O 12.59 0.07 -13.82
C 11.65 0.95 -13.49
O 11.71 2.15 -13.66
O 10.63 0.31 -12.97
C 9.63 1.10 -12.35
H 15.04 -0.28 -16.06
H 14.02 -1.55 -15.32
H 15.15 -0.67 -14.34
H 12.83 0.78 -15.74
H 14.01 1.41 -14.57
H 9.21 1.84 -13.04
H 9.99 1.61 -11.46
H 8.83 0.41 -12.08
C 11.65 -2.64 -18.87
C 12.66 -3.44 -19.64
O 13.52 -2.48 -20.30
C 14.58 -3.00 -20.89
O 14.91 -4.16 -20.87
O 15.22 -2.03 -21.55
C 16.46 -2.44 -22.12
H 11.31 -1.80 -19.48
H 12.06 -2.18 -17.97
H 10.75 -3.19 -18.60
H 12.13 -3.97 -20.43
H 13.28 -4.07 -19.01
H 16.34 -3.32 -22.75
H 17.21 -2.63 -21.34
H 16.82 -1.59 -22.69
C 17.03 0.88 -20.37
C 16.08 1.79 -21.14
O 16.80 2.24 -22.29
C 16.32 3.34 -22.88
O 15.24 3.84 -22.69
O 17.24 3.80 -23.71
C 16.82 4.92 -24.52
H 16.65 0.57 -19.41
H 17.98 1.40 -20.24
H 17.17 0.00 -21.00
H 15.80 2.63 -20.50
H 15.19 1.26 -21.46
H 16.45 5.70 -23.87
H 16.10 4.57 -25.26
H 17.71 5.23 -25.07
C 4.13 1.51 -17.31
C 5.22 0.52 -17.63
O 6.35 1.28 -18.14
C 7.39 0.54 -18.48
O 7.48 -0.66 -18.46
O 8.38 1.37 -18.84
C 9.58 0.73 -19.26
H 3.86 2.07 -18.21
H 4.44 2.28 -16.60
H 3.19 1.01 -17.07
H 4.88 -0.14 -18.43
H 5.56 -0.06 -16.78
H 10.21 1.46 -19.76
H 9.35 -0.09 -19.94
H 10.11 0.27 -18.42

Löwdin atomic charge list, values in e, 2 entries: atom 1 (K): 0.8814, atom 2 (K): 0.8606

=====

Record 4
4 unconnected molecules or ions with the total composition C17H35N3O2PS. Source: OMol25; level of theory: wB97M-V/def2-TZVPD.

Computed properties:
- HOMO energy (eV) = -12.369
- total charge = +1
- LUMO level (eV) = -3.33
- electronic energy (Ha) = -1722.71584

CARTESIAN COORDINATES (ANGSTROEM)
C 1.57 -1.62 -1.06
C 2.35 -0.89 -2.16
O 3.06 0.20 -1.58
C 3.36 1.26 -2.46
C 2.32 2.36 -2.57
O 0.97 1.94 -2.75
C 0.31 1.82 -1.53
P -1.27 0.92 -1.72
S -2.73 2.12 -2.59
H 1.48 -0.92 -0.24
H 0.60 -1.95 -1.38
H 2.19 -2.43 -0.71
H 3.04 -1.62 -2.57
H 1.71 -0.58 -2.98
H 3.66 0.89 -3.43
H 4.23 1.74 -2.05
H 2.56 2.94 -3.45
H 2.38 3.06 -1.74
H 0.92 1.29 -0.80
H 0.09 2.81 -1.13
H -1.10 -0.18 -2.56
H -1.66 0.49 -0.44
H -3.04 1.55 -3.77
C 4.11 -7.36 0.53
C 4.55 -5.97 0.96
C 3.46 -4.91 0.76
C 3.09 -4.81 -0.66
N 2.81 -4.75 -1.76
H 3.89 -7.40 -0.54
H 4.91 -8.08 0.72
H 3.22 -7.69 1.08
H 5.44 -5.68 0.41
H 4.82 -5.98 2.02
H 3.80 -3.93 1.09
H 2.56 -5.17 1.33
C -7.30 0.90 0.62
C -6.30 1.99 1.00
C -5.02 1.93 0.16
C -4.30 0.66 0.32
N -3.72 -0.31 0.46
H -6.90 -0.10 0.80
H -8.21 1.00 1.22
H -7.58 0.97 -0.43
H -6.05 1.89 2.06
H -6.76 2.97 0.86
H -4.34 2.73 0.46
H -5.24 2.06 -0.90
C -0.14 1.92 2.76
C 0.45 3.22 3.28
C -0.46 4.43 3.03
C -0.68 4.62 1.59
N -0.86 4.76 0.47
H -0.27 1.95 1.67
H 0.52 1.08 2.98
H -1.11 1.71 3.21
H 1.42 3.39 2.82
H 0.62 3.14 4.35
H -0.01 5.34 3.43
H -1.43 4.29 3.51

Löwdin atomic charge list, values in e, 2 entries: atom 1 (C): -0.0552, atom 2 (C): -0.2552

=====

Q: Which value of electronic energy does entry 2 give?
A: -26764.53792 Ha